Formula: C37H46BClN9O4OsPS2
Source: the OMol25 dataset
Level of theory: ωB97M-V/def2-TZVPD

Output
- DFT total energy (eV) = -107341.4139
- total charge = +1
- gap between HOMO and LUMO (spin up / spin down) (eV) = 3.0 / 3.1
- E_HOMO (spin up / spin down) (eV) = -9.124 / -9.285
- M (u) = 1012.44
- spin multiplicity = 2
- <S²> = 0.92

Atoms and positions in Å:
Os  -0.30041  -1.10441  0.93459
Cl  -2.00367  -5.47179  -0.44262
S  -0.32476  -1.30082  -4.09136
S  1.53766  0.04524  -2.26609
P  1.40244  -0.36853  -4.20427
O  -0.39214  -3.20565  0.95460
O  1.52492  0.86229  -5.18094
O  -0.38881  -2.15875  -0.93540
O  2.50934  -1.33192  -4.75675
N  3.16000  1.61343  4.08086
N  2.55973  2.03298  2.92984
N  0.67322  0.38819  3.35695
N  -0.11302  -0.63086  2.93298
N  -2.17939  -0.95264  0.91838
N  -0.16435  0.89346  0.52669
N  0.61205  1.72616  1.27350
N  2.38399  -0.03972  1.58664
N  1.80936  -1.09955  0.95501
C  4.52648  -0.01274  -4.18877
C  -4.99608  -2.58902  -1.80031
C  -0.59776  2.98356  -0.08942
C  0.33967  2.98770  0.92497
C  -3.89864  -0.11572  2.33231
C  4.96252  2.34746  5.57088
C  3.93791  -0.59834  -6.58500
C  -0.62340  -4.54515  -1.06437
C  -4.69058  1.02000  4.73710
C  -1.65869  -2.31689  3.91276
C  -0.30892  -0.46566  5.13705
C  -3.52139  1.44968  4.12187
C  0.79103  2.12654  -5.26013
C  -5.08156  -0.53013  2.94254
C  -5.46858  0.03171  4.14873
C  4.14360  3.50552  3.37259
C  -3.41801  -0.76954  1.08854
C  -6.10333  -1.78961  -2.05241
C  -1.82040  1.06895  -1.33164
C  2.60062  -3.07199  -0.37625
C  -0.71441  -1.16803  4.00104
C  0.56692  0.49733  4.68796
C  -0.66881  1.89201  -5.58256
C  -3.12055  0.87867  2.92666
C  3.15911  3.16901  2.48491
C  -0.47467  -3.25284  -0.31898
C  -4.38447  -1.15466  0.03291
C  3.71205  -0.11119  1.46212
C  -5.50653  -0.36304  -0.21221
C  3.89180  -1.01483  -5.13126
C  -6.35691  -0.67749  -1.25948
C  4.02399  -1.23549  0.72682
C  2.80439  -1.83016  0.41932
C  -4.13242  -2.26635  -0.76770
C  -0.88687  1.64138  -0.32357
C  1.00562  2.98092  -4.02799
C  4.10146  2.49596  4.35878
B  1.57069  1.07595  2.31310
H  -1.40928  -2.98429  3.09034
H  -5.70493  0.49975  0.41135
H  -0.60354  -0.65792  6.15360
H  2.00264  -2.86570  -1.26396
H  5.58166  0.08858  -4.44387
H  3.45193  -1.34456  -7.21199
H  -1.62498  -2.88470  4.84111
H  4.35445  2.20926  6.46401
H  3.56854  -3.44416  -0.70568
H  -5.68330  -1.30247  2.48051
H  0.63061  3.98449  -4.23394
H  -2.92133  2.22636  4.57726
H  1.15513  1.22032  5.22294
H  2.12841  -3.85070  0.22435
H  -6.77269  -2.03477  -2.86626
H  4.97856  -0.51054  -6.89962
H  -6.37867  -0.30026  4.62989
H  2.91265  3.62949  1.54526
H  4.80953  4.34941  3.31694
H  4.38271  -1.98066  -5.01306
H  -1.69991  1.60275  -2.27458
H  -2.85706  1.19130  -1.01184
H  3.44726  0.36235  -6.73239
H  0.27548  -5.14439  -0.93084
H  4.45233  -0.34186  -3.15228
H  -2.20713  1.20141  2.44036
H  -2.68225  -1.96375  3.77740
H  -4.99818  1.45920  5.67690
H  -1.62857  0.01420  -1.51520
H  -1.13926  2.85227  -5.79809
H  1.27714  2.60180  -6.11236
H  -0.77779  1.25040  -6.45602
H  0.47667  2.58107  -3.16383
H  -3.27513  -2.89221  -0.55545
H  5.00119  -1.58718  0.44692
H  -1.19050  1.42864  -4.74581
H  5.58442  3.22950  5.71021
H  -7.22171  -0.05787  -1.45522
H  -1.01702  3.83476  -0.59668
H  -0.77544  -4.33019  -2.11798
H  5.61669  1.48041  5.47784
H  -4.80727  -3.46508  -2.40655
H  0.80345  3.81978  1.42095
H  4.34614  0.63081  1.91646
H  2.06456  3.05422  -3.78021
H  4.06268  0.97020  -4.28437

Mulliken population analysis, charges in e, atoms 1 to 99:
1. Os 0.46
2. Cl -0.17
3. S -0.27
4. S -0.03
5. P 0.65
6. O -0.77
7. O -0.16
8. O -0.40
9. O -0.42
10. N -1.14
11. N 0.24
12. N 0.96
13. N -0.74
14. N -0.31
15. N 0.03
16. N 0.60
17. N 1.58
18. N -0.62
19. C -1.18
20. C -0.76
21. C -1.95
22. C 0.03
23. C 0.23
24. C -1.27
25. C -1.26
26. C -0.57
27. C -0.51
28. C -1.15
29. C -1.61
30. C -0.82
31. C 0.57
32. C -0.08
33. C -0.94
34. C -1.24
35. C -0.21
36. C -0.50
37. C -0.90
38. C -0.75
39. C 0.77
40. C 0.07
41. C -1.27
42. C 0.46
43. C -0.22
44. C 0.45
45. C 0.70
46. C 0.09
47. C -0.20
48. C 0.53
49. C -0.89
50. C -1.73
51. C 0.47
52. C 0.05
53. C 0.48
54. C -1.03
55. C 0.72
56. B 0.36
57. H 0.09
58. H 0.50
59. H 0.52
60. H 0.05
61. H 0.48
62. H 0.35
63. H 0.52
64. H 0.31
65. H 0.46
66. H 0.53
67. H 0.50
68. H 0.46
69. H 0.71
70. H 0.20
71. H 0.42
72. H 0.44
73. H 0.43
74. H 0.59
75. H 0.45
76. H 0.33
77. H 0.37
78. H 0.17
79. H 0.19
80. H 0.39
81. H 0.23
82. H 0.32
83. H 0.07
84. H 0.43
85. H 0.04
86. H 0.47
87. H 0.23
88. H 0.36
89. H 0.02
90. H 0.01
91. H 0.52
92. H 0.15
93. H 0.37
94. H 0.44
95. H 0.63
96. H 0.27
97. H 0.27
98. H 0.46
99. H 0.88


Formula: C2HBrClO2
Source: the OMol25 dataset
Level of theory: ωB97M-V/def2-TZVPD

Output
- DFT total energy (eV) = -88750.3385
- total charge = -1
- gap between HOMO and LUMO (eV) = 6.2
- E_HOMO (eV) = -2.693
- M (u) = 172.39

Atoms and positions in Å:
Br  1.09617  0.17359  -1.89886
Cl  0.63358  1.71003  0.74018
O  -2.49369  1.68537  -0.87203
O  -0.88297  3.16332  -1.58139
C  1.28925  0.06267  0.13000
C  -1.62076  2.37471  -1.22917
H  0.46979  -0.80254  0.50331

Okay, here come the Mulliken numbers, in e, for every atom:
1. Br -0.35
2. Cl -0.31
3. O -0.42
4. O -0.31
5. C -0.36
6. C 0.66
7. H 0.08


Formula: C18H32CrN3O3SSi2Te
Source: the OMol25 dataset
Level of theory: ωB97M-V/def2-TZVPD

Output
- DFT total energy (eV) = -92108.1865
- total charge = -1
- gap between HOMO and LUMO (spin up / spin down) (eV) = 6.7 / 7.0
- E_HOMO (spin up / spin down) (eV) = -4.350 / -4.625
- M (u) = 606.31
- spin multiplicity = 5
- <S²> = 6.02

Atoms and positions in Å:
Te  -0.24487  -1.43326  0.45188
Cr  0.61170  1.97105  0.39070
S  2.89107  1.32383  0.89828
Si  -1.60704  -0.72498  -2.57960
Si  2.27647  -3.51026  0.08882
O  -1.36589  2.10745  0.28328
O  0.99115  4.73639  -0.29784
O  1.30830  3.63351  -2.24500
N  1.48051  0.99323  3.21987
N  3.68497  0.45463  3.27020
N  0.39571  1.38718  2.46192
C  2.59331  0.92706  2.55611
C  2.67686  -3.00734  1.84981
C  -0.70715  0.90674  -2.67989
C  -4.64709  2.15843  1.75935
C  -0.57506  -2.05638  -3.42631
C  -2.26826  2.03710  1.20852
C  -1.97093  -1.21902  -0.80153
C  -0.69486  1.50551  3.12524
C  0.43144  -3.34611  -0.24342
C  -3.62666  2.21105  0.84004
C  1.04888  3.54802  -1.06632
C  -3.26160  -0.59520  -3.48099
C  -2.00452  1.78664  2.58416
C  3.20726  -2.41183  -1.11212
C  -4.38201  1.92867  3.11255
C  -3.07201  1.74795  3.49681
C  1.27561  5.96567  -0.94632
C  2.76649  -5.31201  -0.17447
H  -2.57764  -0.45749  -0.30435
H  0.40010  -2.15544  -2.94393
H  -0.64345  1.33277  4.19973
H  -3.82408  -1.53027  -3.42651
H  2.11453  -3.59891  2.57641
H  -1.06503  -3.03279  -3.42298
H  2.26843  -5.96540  0.54525
H  -2.51823  -2.16242  -0.73891
H  2.06921  6.48099  -0.40028
H  0.38354  6.59803  -0.94551
H  3.84454  -5.44348  -0.05365
H  -3.11262  -0.35233  -4.53581
H  3.57162  0.52471  4.26985
H  3.74125  -3.16128  2.04659
H  -3.82141  2.40212  -0.20852
H  -0.15500  -4.13089  0.23490
H  1.59092  5.79897  -1.97623
H  -0.39306  -1.77493  -4.46658
H  -2.83749  1.55829  4.53907
H  -5.18566  1.88989  3.83559
H  2.49883  -5.65296  -1.17690
H  -0.63971  1.23466  -3.72069
H  2.98920  -2.67714  -2.14979
H  -1.21145  1.69132  -2.11478
H  4.57791  0.75235  2.91471
H  2.93364  -1.36436  -0.96439
H  0.26714  -3.39579  -1.32122
H  4.28609  -2.49781  -0.96296
H  2.46738  -1.95267  2.04447
H  0.31577  0.83577  -2.30080
H  -5.66950  2.30009  1.42670
H  -3.87756  0.19264  -3.04219

Okay, here come the Mulliken numbers, in e, for every atom:
1. Te 0.32
2. Cr 0.29
3. S -0.49
4. Si 0.22
5. Si 0.08
6. O -0.23
7. O -0.18
8. O -0.65
9. N -1.16
10. N -0.44
11. N 0.99
12. C 0.36
13. C -0.58
14. C -0.67
15. C -0.40
16. C -0.77
17. C 0.32
18. C -0.74
19. C -0.89
20. C -0.64
21. C -0.57
22. C 0.54
23. C -1.06
24. C 0.71
25. C -0.79
26. C -0.72
27. C -0.70
28. C -0.78
29. C -1.05
30. H 0.18
31. H -0.03
32. H 0.22
33. H 0.31
34. H 0.31
35. H 0.30
36. H 0.31
37. H 0.54
38. H 0.21
39. H 0.22
40. H 0.29
41. H 0.29
42. H 0.24
43. H 0.29
44. H 0.43
45. H 0.50
46. H 0.32
47. H 0.37
48. H 0.32
49. H 0.38
50. H 0.29
51. H 0.44
52. H 0.32
53. H 0.14
54. H 0.24
55. H 0.16
56. H 0.00
57. H 0.35
58. H -0.06
59. H 0.17
60. H 0.36
61. H 0.29


Formula: C3H33O14Y
Source: the OMol25 dataset
Level of theory: ωB97M-V/def2-TZVPD

Output
- DFT total energy (eV) = -33341.7313
- total charge = +2
- gap between HOMO and LUMO (eV) = 6.4
- E_HOMO (eV) = -14.878
- M (u) = 382.19

Atoms and positions in Å:
Y  3.74179  -1.08213  0.17139
O  2.17276  1.64514  2.32321
O  -0.26439  1.62510  3.66171
O  -1.46683  0.50418  -4.26975
O  -3.54114  -1.89770  -1.58884
O  1.59225  -0.22855  0.08877
O  0.65988  -1.26010  4.16092
O  -0.04051  2.93337  -3.42636
O  4.11483  1.18239  -0.59130
O  2.81476  -3.25281  -0.23219
O  2.86442  -1.53653  2.35241
O  -4.29008  0.65044  -0.68186
O  -3.20462  0.94783  2.58120
O  -0.77781  -2.35254  -3.12377
O  2.23393  3.00106  -1.81849
C  -0.59211  0.67370  -0.31962
C  -0.34801  -1.74060  0.47270
C  0.26194  -0.55737  -0.27271
H  0.31061  -2.60851  0.40796
H  2.43126  -3.35097  -1.12393
H  -3.53838  -0.93928  -1.42013
H  -0.19970  -2.07155  -2.40893
H  -0.34537  1.31400  -1.16681
H  2.10758  3.64333  -1.10599
H  0.20715  -2.09410  3.96335
H  3.40289  1.79817  -0.92953
H  1.91961  -1.25653  2.43489
H  -0.94472  -3.29025  -2.95620
H  0.60211  3.50584  -3.87398
H  -0.67323  -1.51304  1.49048
H  -3.07766  -2.01001  -2.42929
H  -1.27099  -2.03583  -0.03823
H  -3.35015  0.39878  1.79998
H  -1.62305  0.36986  -0.53587
H  4.95661  1.61492  -0.81475
H  -4.23400  1.49791  -0.22333
H  -0.62488  1.22569  0.62239
H  -5.06064  0.20951  -0.29776
H  1.36964  -1.51006  4.76768
H  1.81276  1.43741  1.45026
H  3.11757  -1.84481  3.23222
H  -1.53349  0.10240  -3.39821
H  -1.16424  1.41169  -4.11399
H  -4.06111  0.97334  3.02656
H  1.32452  2.82343  -2.15886
H  1.38101  1.86156  2.86698
H  0.29361  -0.85649  -1.32958
H  2.51041  -4.03638  0.25678
H  -0.60381  3.54337  -2.92595
H  -0.17408  0.73555  4.02531
H  -1.19887  1.69618  3.41905

Okay, here come the Mulliken numbers, in e, for every atom:
1. Y 1.53
2. O -0.73
3. O -0.64
4. O -0.62
5. O -0.65
6. O 0.07
7. O -0.61
8. O -0.76
9. O -0.54
10. O -0.52
11. O -0.56
12. O -0.67
13. O -0.60
14. O -0.58
15. O -0.77
16. C -0.65
17. C -1.07
18. C 1.43
19. H 0.16
20. H 0.37
21. H 0.31
22. H 0.26
23. H -0.10
24. H 0.36
25. H 0.33
26. H 0.40
27. H 0.41
28. H 0.32
29. H 0.33
30. H 0.21
31. H 0.37
32. H 0.47
33. H 0.31
34. H -0.02
35. H 0.32
36. H 0.30
37. H 0.29
38. H 0.30
39. H 0.27
40. H 0.17
41. H 0.30
42. H 0.28
43. H 0.36
44. H 0.30
45. H 0.35
46. H 0.42
47. H -0.41
48. H 0.32
49. H 0.34
50. H 0.33
51. H 0.24